Density functional theory data (ωB97M-V/def2-TZVPD) for a structure of composition C38H33BrN6O2PRe.

Values from the calculation:
- net charge = +3
- lowest unoccupied orbital energy (spin up / spin down) (hartree) = -0.31241 / -0.31864
- energy relative to the best compared isomer or geometry (same formula, charge and spin) (kJ/mol) = 210.5
- spin multiplicity = 4
- <S²> = 3.769

Last column: Mulliken charge in e.
CARTESIAN COORDINATES (ANGSTROEM)
Re (-0.06, 0.14, 0.35)  0.8088
Br (5.75, 3.44, -3.17)  -0.0841
C (4.26, 2.35, -2.79)  -0.5439
C (4.21, 1.04, -3.23)  -0.7655
C (3.10, 0.26, -2.94)  -0.1539
C (2.04, 0.78, -2.23)  0.9555
O (0.88, 0.00, -1.94)  -0.4299
C (2.08, 2.10, -1.75)  0.2281
C (1.01, 2.77, -1.04)  -0.1646
N (-0.09, 2.20, -0.69)  0.0738
C (-1.23, 2.92, -0.29)  0.3221
C (-1.42, 4.27, -0.39)  -0.7875
C (-2.65, 4.85, -0.06)  -1.1387
C (-3.71, 4.08, 0.34)  -0.8426
C (-3.57, 2.67, 0.42)  0.7472
C (-4.62, 1.80, 0.76)  -0.7685
C (-4.40, 0.45, 0.80)  -1.2836
C (-3.12, -0.03, 0.54)  -0.3484
N (-2.09, 0.75, 0.23)  0.4336
C (-2.31, 2.10, 0.13)  0.4892
C (3.21, 2.86, -2.05)  -1.0082
H (5.03, 0.62, -3.80)  0.5107
H (3.08, -0.77, -3.29)  0.4355
H (1.18, 3.83, -0.83)  0.4150
H (-0.63, 4.92, -0.76)  0.4056
H (-2.77, 5.93, -0.14)  0.4316
H (-4.67, 4.52, 0.57)  0.4804
H (-5.60, 2.22, 0.99)  0.5141
H (-5.19, -0.24, 1.04)  0.5104
H (-2.91, -1.10, 0.61)  0.9139
H (3.27, 3.88, -1.69)  0.5913
N (1.92, -2.26, -1.20)  0.4850
P (0.74, -1.58, -2.14)  0.5833
C (-0.89, -2.01, -1.55)  0.8375
C (-2.00, -1.64, -2.32)  -0.6641
C (-3.23, -2.20, -2.05)  -0.7753
C (-3.35, -3.16, -1.04)  -0.6742
C (-2.25, -3.53, -0.28)  -0.9222
C (-1.01, -2.97, -0.54)  0.1511
C (0.91, -2.07, -3.84)  0.9253
C (0.59, -1.13, -4.82)  -0.0048
C (0.58, -1.52, -6.15)  -0.8811
C (0.88, -2.83, -6.49)  -0.5359
C (1.20, -3.76, -5.51)  -0.9672
C (1.20, -3.39, -4.18)  -0.8039
C (2.42, -1.85, 0.05)  0.6853
C (3.48, -2.59, 0.58)  -1.1249
C (4.08, -2.17, 1.75)  -0.3994
C (3.64, -0.98, 2.33)  -1.0784
C (2.58, -0.33, 1.77)  -0.2049
N (1.92, -0.76, 0.66)  0.1090
H (2.36, -3.09, -1.56)  0.1905
H (-1.89, -0.93, -3.13)  0.4705
H (-4.09, -1.93, -2.64)  0.5173
H (-4.31, -3.62, -0.85)  0.4690
H (-2.36, -4.28, 0.49)  0.4900
H (-0.15, -3.30, 0.03)  0.3979
H (0.37, -0.10, -4.56)  0.4238
H (0.34, -0.80, -6.92)  0.4657
H (0.86, -3.13, -7.53)  0.4554
H (1.43, -4.78, -5.79)  0.4609
H (1.42, -4.13, -3.41)  0.3171
H (3.82, -3.48, 0.07)  0.5182
H (4.89, -2.74, 2.18)  0.4888
H (4.12, -0.59, 3.22)  0.4883
H (2.21, 0.59, 2.20)  0.6185
N (-0.37, 0.23, 2.29)  -0.5725
C (-0.57, 0.62, 3.37)  0.8866
N (-0.80, 1.03, 4.57)  0.0177
C (-1.97, 0.62, 5.37)  -0.5797
C (-1.47, -0.03, 6.66)  -0.5481
O (-0.58, 0.82, 7.34)  -0.3550
C (0.56, 1.13, 6.58)  -0.5600
C (0.16, 1.87, 5.31)  -0.5614
H (-2.59, -0.07, 4.80)  0.4188
H (-2.54, 1.51, 5.62)  0.3057
H (-0.99, -1.00, 6.44)  0.3151
H (-2.31, -0.20, 7.32)  0.3702
H (1.12, 0.22, 6.33)  0.3248
H (1.19, 1.78, 7.20)  0.3743
H (1.02, 2.11, 4.68)  0.4146
H (-0.35, 2.80, 5.59)  0.2892